51
Properties=species:S:1:pos:R:3:forces:R:3 method="wB97M-V/def2-TZVPD" gap_ev=8.1 lumo_ev=-4.607 fmax_ev_per_a=4.25 relative_energy_ev=0.000 charge=+1
K -2.900826 1.544506 0.554601 0.160 0.156 0.684
K -2.308224 1.570751 -2.964053 0.308 -0.232 -0.397
N -0.856416 0.334398 -0.944146 2.383 -0.700 -0.515
S 0.766709 0.422862 -1.426037 -0.321 2.364 0.229
O 1.063000 -0.120284 -2.691563 -0.365 -0.620 -0.309
O 1.632665 0.324142 -0.318120 0.409 -0.266 0.166
F 0.723309 1.986184 -1.738302 -0.487 0.296 -0.014
S -0.901077 -1.199334 -0.458716 -2.787 -3.150 0.584
O -0.082573 -1.637826 0.613129 0.331 0.913 -0.111
O -1.216887 -2.152005 -1.472555 0.428 0.803 -0.404
F -2.376239 -1.065428 0.249291 -0.036 0.727 0.169
C 4.547090 -1.363909 -0.135111 0.534 0.734 0.164
C 5.257030 -1.467390 -1.478430 0.823 -0.098 0.000
O 4.222737 -1.870260 -2.366907 -0.101 -0.019 0.099
C 3.168636 -2.343883 -1.649821 0.803 0.064 -0.313
O 2.230650 -2.871678 -2.139398 -0.453 -0.054 0.192
O 3.378426 -2.143275 -0.330647 -0.270 -0.109 0.263
H 4.296194 -0.332512 0.134865 -0.345 -0.076 -0.287
H 5.148785 -1.728041 0.695950 -0.150 -0.444 -0.097
H 6.069915 -2.202383 -1.450201 -0.387 -0.280 -0.086
H 5.740565 -0.565477 -1.852259 -0.437 0.240 0.131
C 1.003090 0.436047 2.826027 -0.093 0.079 -0.679
C 2.252600 -0.439611 2.901297 -0.689 -1.476 0.346
O 2.576651 -0.437134 4.298486 0.295 0.324 -0.302
C 1.728633 0.348803 4.985260 -0.229 0.098 -0.429
O 1.771654 0.547027 6.146262 0.022 0.079 0.505
O 0.782641 0.887673 4.155984 0.464 0.075 -0.132
H 0.121060 -0.117420 2.508524 0.109 -0.215 0.057
H 1.138738 1.239807 2.098420 0.003 0.349 0.456
H 3.100682 -0.198543 2.269092 0.073 0.631 0.247
H 1.997295 -1.474369 2.657934 0.013 0.079 -0.108
C -4.998971 -5.037710 0.041885 0.083 -0.017 -0.084
C -4.333247 -3.649285 -0.032853 -0.500 -0.540 0.684
O -5.362818 -2.798304 0.488931 0.180 0.450 -0.035
C -6.556046 -3.438548 0.524246 0.364 -0.550 -0.564
O -7.598554 -2.914602 0.706253 -0.318 0.287 0.314
O -6.385887 -4.752066 0.255867 0.158 0.136 -0.010
H -4.614620 -5.612924 0.883464 -0.104 0.030 0.062
H -4.901483 -5.645443 -0.853803 -0.018 0.129 -0.097
H -4.055876 -3.302650 -1.023949 0.053 -0.127 -0.075
H -3.497474 -3.622946 0.659751 0.213 0.232 -0.224
C -0.443634 6.553137 -1.968250 0.104 -0.247 0.233
C 0.727581 5.575414 -1.869015 -0.220 0.298 -0.386
O 0.321458 4.696105 -0.833502 0.234 -0.298 0.095
C -0.995447 4.774980 -0.682033 -0.248 0.831 0.630
O -1.642325 4.072156 0.045739 -0.245 -0.723 -0.388
O -1.518620 5.793438 -1.380450 -0.014 -0.348 -0.234
F 1.873820 6.185629 -1.542497 0.006 -0.072 0.174
H -0.685386 6.810803 -2.993103 -0.125 0.108 0.044
H -0.284791 7.427621 -1.339789 0.157 0.100 -0.176
H 0.875808 4.973756 -2.765750 0.233 0.051 -0.073